C7H14OPSZn | ωB97M-V/def2-TZVPD

Structure (XYZ):
```
25
Properties=species:S:1:pos:R:3
C -0.2041 1.2613 -2.6370
C -0.4104 0.3615 -3.6281
C -0.7506 -1.0161 -3.4728
C -0.8732 -1.7425 -2.2547
C -0.8137 -1.2544 -0.9848
Zn -0.7100 0.6359 -0.9104
P -0.6665 2.7474 0.1960
H 0.1374 2.2825 -2.8640
H -0.3047 0.6677 -4.6845
H -0.8769 -1.5933 -4.4007
H -0.8955 -1.9602 -0.1438
H -1.0271 -2.8250 -2.4132
H -1.7368 3.2087 1.0217
H -0.4546 3.8874 -0.6314
H 0.4375 2.8808 1.0807
C 2.0097 -1.5864 2.9112
S 1.0185 -0.7189 1.6813
C -0.3723 -0.1967 2.7096
O 1.7845 0.5138 1.2991
H 1.4389 -2.4404 3.2882
H 2.2626 -0.8883 3.7181
H 2.9183 -1.9231 2.4000
H -0.7095 -1.0573 3.2971
H -0.0153 0.6085 3.3638
H -1.1865 0.1471 2.0586
```

HOMO energy (spin up / spin down) = -0.0450 / -0.0450 Ha
LUMO energy (spin up / spin down) = 2.7 / 2.7 eV
Total charge = -1
HOMO-LUMO gap (spin up / spin down) = 3.8969 / 3.8974 eV
Relative energy (zero: lowest compared OMol25 entry of this formula, charge and spin) = 0.0 kJ/mol
Total energy = -2869.05444 Eh